Entry 1:
Computed, not measured: a cluster of 11 separate species, C26H52O42S9 in total in a non-equilibrium geometry, with ωB97M-V/def2-TZVPD.

Bonds (Å) are listed after each position.
Atoms and positions in Å:
1 C 10.53899 9.74593 -7.65607  C2 1.504, H8 1.090, H9 1.090, H10 1.090
2 C 11.31002 10.45575 -8.73530  C1 1.504, O3 1.409, H11 1.090, H12 1.090
3 O 10.49799 11.49732 -9.22510  C2 1.409, C4 1.397
4 C 10.67166 12.84645 -8.90704  O3 1.397, O5 1.235, O6 1.329
5 O 11.56563 13.21768 -8.13971  C4 1.235
6 O 9.94119 13.58312 -9.73748  C4 1.329, C7 1.441
7 C 9.75545 14.99523 -9.51646  O6 1.441, H13 1.090, H14 1.090, H15 1.090
8 H 10.13465 10.43684 -6.91632  C1 1.090
9 H 11.14414 9.10078 -7.01915  C1 1.090
10 H 9.59911 9.31300 -7.99854  C1 1.090
11 H 11.51070 9.81348 -9.59282  C2 1.090
12 H 12.26344 10.75253 -8.29825  C2 1.090
13 H 9.36141 15.38589 -10.45466  C7 1.090
14 H 10.59635 15.54434 -9.09282  C7 1.090
15 H 9.00519 15.01102 -8.72593  C7 1.090
16 C 4.38374 4.69339 2.62850  C17 1.503, H23 1.090, H24 1.090, H25 1.090
17 C 3.46466 5.45409 1.71469  C16 1.503, O18 1.415, H26 1.090, H27 1.090
18 O 4.14636 5.53763 0.47807  C17 1.415, C19 1.343
19 C 4.18353 6.69260 -0.20592  O18 1.343, O20 1.245, O21 1.284
20 O 3.67976 7.79834 0.06566  C19 1.245
21 O 4.95564 6.44112 -1.20010  C19 1.284, C22 1.397
22 C 5.37255 7.40158 -2.12518  O21 1.397, H28 1.090, H29 1.090, H30 1.090
23 H 3.80117 4.28056 3.45207  C16 1.090
24 H 5.33385 5.20538 2.78106  C16 1.090
25 H 4.66096 3.75941 2.13971  C16 1.090
26 H 3.17789 6.31055 2.32490  C17 1.090
27 H 2.59416 4.80869 1.59736  C17 1.090
28 H 6.11570 8.09353 -1.72889  C22 1.090
29 H 4.61964 7.96431 -2.67704  C22 1.090
30 H 6.00980 6.77156 -2.74575  C22 1.090
31 C 9.41828 2.20982 -1.10342  C32 1.520, O37 1.404, H38 1.090, H39 1.090
32 C 10.50376 2.01696 -2.14966  C31 1.520, O33 1.375, H40 1.090, H41 1.090
33 O 11.09904 0.80493 -1.89242  C32 1.375, S34 1.683
34 S 10.36058 -0.08405 -0.66861  O33 1.683, O35 1.462, O36 1.475, O37 1.665
35 O 11.37634 -0.51204 0.29201  S34 1.462
36 O 9.39980 -1.03486 -1.25948  S34 1.475
37 O 9.61860 1.28054 -0.07006  C31 1.404, S34 1.665
38 H 8.43587 2.01787 -1.53485  C31 1.090
39 H 9.30927 3.20767 -0.67855  C31 1.090
40 H 11.28751 2.75563 -1.98170  C32 1.090
41 H 10.34299 2.12625 -3.22219  C32 1.090
42 C 3.05988 15.54969 -4.07808  C43 1.564, O48 1.419, H49 1.090, H50 1.090
43 C 3.31248 15.86817 -5.58833  C42 1.564, O44 1.383, H51 1.090, H52 1.090
44 O 4.67267 16.08802 -5.71289  C43 1.383, S45 1.678
45 S 5.54392 15.08041 -4.69226  O44 1.678, O46 1.471, O47 1.427, O48 1.670
46 O 6.62586 15.80431 -4.00744  S45 1.471
47 O 5.85806 13.86397 -5.36985  S45 1.427
48 O 4.22434 14.83232 -3.69937  C42 1.419, S45 1.670
49 H 2.11199 15.02858 -3.94367  C42 1.090
50 H 3.04077 16.42420 -3.42772  C42 1.090
51 H 2.95080 16.83142 -5.94811  C43 1.090
52 H 2.83376 15.11065 -6.20888  C43 1.090
53 C 4.26070 4.86574 -13.17660  C54 1.527, O59 1.402, H60 1.090, H61 1.090
54 C 5.66583 4.27104 -13.23000  C53 1.527, O55 1.410, H62 1.090, H63 1.090
55 O 6.16613 4.42543 -11.92033  C54 1.410, S56 1.641
56 S 4.97084 4.33470 -10.79961  O55 1.641, O57 1.464, O58 1.444, O59 1.626
57 O 5.20284 5.30375 -9.72716  S56 1.464
58 O 4.65542 2.96756 -10.45971  S56 1.444
59 O 3.88495 4.96963 -11.82950  C53 1.402, S56 1.626
60 H 3.57185 4.17191 -13.65845  C53 1.090
61 H 4.24263 5.85565 -13.63251  C53 1.090
62 H 6.33813 4.78787 -13.91485  C54 1.090
63 H 5.66756 3.22664 -13.54197  C54 1.090
64 C 5.40282 4.02671 10.72160  C65 1.516, O70 1.416, H71 1.090, H72 1.090
65 C 5.33376 4.40453 12.18764  C64 1.516, O66 1.397, H73 1.090, H74 1.090
66 O 5.16711 3.15915 12.79903  C65 1.397, S67 1.656
67 S 4.36608 2.02786 11.89228  O66 1.656, O68 1.457, O69 1.495, O70 1.672
68 O 2.95616 1.97835 12.25742  S67 1.457
69 O 5.07343 0.71134 11.92332  S67 1.495
70 O 4.61008 2.88009 10.47416  C64 1.416, S67 1.672
71 H 6.43512 3.80231 10.45303  C64 1.090
72 H 5.18967 4.75551 9.93959  C64 1.090
73 H 4.47897 4.98039 12.54233  C65 1.090
74 H 6.20846 4.96046 12.52521  C65 1.090
75 C 13.71901 12.00821 -1.46146  C76 1.546, O81 1.354, H82 1.090, H83 1.090
76 C 12.27047 12.54690 -1.43513  C75 1.546, O77 1.403, H84 1.090, H85 1.090
77 O 11.40394 11.47440 -1.17432  C76 1.403, S78 1.598
78 S 12.22058 10.12742 -0.90734  O77 1.598, O79 1.480, O80 1.473, O81 1.598
79 O 11.78774 8.90207 -1.61498  S78 1.480
80 O 12.37882 10.06639 0.55549  S78 1.473
81 O 13.56671 10.66810 -1.57756  C75 1.354, S78 1.598
82 H 14.22086 12.24615 -0.52358  C75 1.090
83 H 14.24345 12.28684 -2.37549  C75 1.090
84 H 11.94663 12.93376 -2.40135  C76 1.090
85 H 12.20399 13.33874 -0.68902  C76 1.090
86 C 0.07220 8.81300 10.52392  C87 1.522, O92 1.419, H93 1.090, H94 1.090
87 C -0.68378 10.07608 10.13625  C86 1.522, O88 1.418, H95 1.090, H96 1.090
88 O -1.24422 9.63264 8.91150  C87 1.418, S89 1.647
89 S -0.19166 8.74173 8.01024  O88 1.647, O90 1.461, O91 1.477, O92 1.673
90 O 0.70408 9.65169 7.29926  S89 1.461
91 O -0.94890 7.71278 7.26969  S89 1.477
92 O 0.60779 8.18498 9.37025  C86 1.419, S89 1.673
93 H -0.58985 8.05862 10.94900  C86 1.090
94 H 0.87120 9.03325 11.23187  C86 1.090
95 H 0.03728 10.88856 10.04655  C87 1.090
96 H -1.38718 10.29722 10.93901  C87 1.090
97 C -0.69974 13.48650 0.77790  C98 1.543, O103 1.359, H104 1.090, H105 1.090
98 C -1.64588 12.64184 1.65710  C97 1.543, O99 1.420, H106 1.090, H107 1.090
99 O -3.01067 12.87575 1.34251  C98 1.420, S100 1.670
100 S -3.04657 13.91163 0.03324  O99 1.670, O101 1.455, O102 1.471, O103 1.698
101 O -3.97799 15.01966 0.18364  S100 1.455
102 O -3.15726 13.01111 -1.12416  S100 1.471
103 O -1.43930 14.44524 0.16042  C97 1.359, S100 1.698
104 H -0.33713 12.83041 -0.01340  C97 1.090
105 H 0.13185 13.91088 1.34045  C97 1.090
106 H -1.46245 13.05768 2.64784  C98 1.090
107 H -1.36406 11.58895 1.64696  C98 1.090
108 C -1.50943 5.93315 -7.17734  C109 1.494, O114 1.438, H115 1.090, H116 1.090
109 C -0.32002 5.39438 -6.45164  C108 1.494, O110 1.424, H117 1.090, H118 1.090
110 O -0.03057 6.28312 -5.37687  C109 1.424, S111 1.646
111 S -0.76179 7.75695 -5.42161  O110 1.646, O112 1.468, O113 1.481, O114 1.670
112 O 0.13344 8.73995 -6.04344  S111 1.468
113 O -1.37475 8.15646 -4.13428  S111 1.481
114 O -1.88263 7.14424 -6.49764  C108 1.438, S111 1.670
115 H -2.32846 5.21648 -7.11682  C108 1.090
116 H -1.42683 6.21399 -8.22729  C108 1.090
117 H 0.49293 5.19945 -7.15108  C109 1.090
118 H -0.55974 4.44616 -5.97049  C109 1.090
119 C -2.95127 -0.40072 1.06580  C120 1.521, O125 1.437, H126 1.090, H127 1.090
120 C -2.56818 1.02456 1.43434  C119 1.521, O121 1.402, H128 1.090, H129 1.090
121 O -1.36451 1.30074 0.77166  C120 1.402, S122 1.607
122 S -0.35953 0.04687 0.76889  O121 1.607, O123 1.437, O124 1.480, O125 1.711
123 O 0.21190 -0.12479 2.07563  S122 1.437
124 O 0.56156 0.13362 -0.38638  S122 1.480
125 O -1.72660 -0.96132 0.56384  C119 1.437, S122 1.711
126 H -3.64235 -0.49455 0.22812  C119 1.090
127 H -3.34114 -0.90877 1.94783  C119 1.090
128 H -2.54982 1.20603 2.50896  C120 1.090
129 H -3.33416 1.71093 1.07344  C120 1.090

Its SMILES is O=S1(=O)OCCO1.O=S1(=O)OCCO1.O=S1(=O)OCCO1.O=S1(=O)OCCO1.O=S1(=O)OCCO1.O=S1(=O)OCCO1.O=S1(=O)OCCO1.O=S1(=O)OCCO1.O=S1(=O)OCCO1.CCOC(=O)OC.CCOC(=O)OC. Its HOMO energy is -10.4 eV. The value obtained for the energy is -211301.32768 eV. The LUMO energy comes out at 0.239 eV. The HOMO-LUMO gap is 10.64 eV.

Atom charges from the Löwdin analysis, given in e for atoms 1 to 5:
1. C -0.08
2. C -0.24
3. O -0.01
4. C -0.51
5. O 0.09

Entry 2:
Computed, not measured: a cluster of 12 separate species, C26H53Cl22N2O5P in total in a non-equilibrium geometry, with ωB97M-V/def2-TZVPD.

Bonds (Å) are listed after each position.
Atoms and positions in Å:
1 C 1.51247 2.45254 -2.14093  C2 1.594, H13 1.141, H14 1.140, H15 1.153
2 C 2.72732 1.72464 -2.87224  C1 1.594, O3 1.268, N4 1.474
3 O 3.58332 2.46242 -3.44709  C2 1.268
4 N 2.93565 0.26895 -2.97987  C2 1.474, C5 1.524, O6 1.382
5 C 4.15198 -0.12034 -2.14768  N4 1.524, H16 1.138, H17 1.148, H18 1.154
6 O 1.89563 -0.44312 -2.41336  N4 1.382, C7 1.439
7 C 0.87772 -0.74361 -3.38457  O6 1.439, O8 1.261, O9 1.421
8 O 0.95222 -1.88660 -3.91093  C7 1.261
9 O -0.10448 0.21459 -3.75421  C7 1.421, P10 1.752
10 P -1.27796 0.45456 -2.47612  O9 1.752, N11 1.756, O12 1.732
11 N -0.80407 -0.55431 -1.11922  P10 1.756, H19 1.026, H20 1.030
12 O -2.82673 -0.14858 -2.96286  P10 1.732, H21 0.988
13 H 1.08943 1.89505 -1.23987  C1 1.141
14 H 0.68720 2.68774 -2.89106  C1 1.140
15 H 1.92501 3.46180 -1.76545  C1 1.153
16 H 5.05060 -0.37776 -2.79616  C5 1.138
17 H 4.35121 0.68232 -1.35181  C5 1.148
18 H 3.86064 -1.07542 -1.56891  C5 1.154
19 H -1.08196 -0.16050 -0.21391  N11 1.026
20 H -1.08739 -1.53837 -1.22923  N11 1.030
21 H -3.47413 0.20513 -2.30553  O12 0.988
22 Cl -3.07864 -2.79529 -7.66151  C23 1.782
23 C -1.89889 -2.81405 -6.32579  Cl22 1.782, C24 1.514, H26 1.091, H27 1.092
24 C -0.59095 -3.46189 -6.72639  C23 1.514, Cl25 1.783, H28 1.091, H29 1.091
25 Cl -0.77016 -5.21422 -6.99989  C24 1.783
26 H -2.35580 -3.32526 -5.47672  C23 1.091
27 H -1.72525 -1.77403 -6.04266  C23 1.092
28 H 0.14307 -3.33924 -5.92813  C24 1.091
29 H -0.18342 -3.01714 -7.63569  C24 1.091
30 Cl -1.53529 3.92160 -1.14999  C31 1.780
31 C -3.17050 3.84091 -0.45054  Cl30 1.780, C32 1.515, H34 1.092, H35 1.092
32 C -3.24765 2.88093 0.71920  C31 1.515, Cl33 1.782, H36 1.088, H37 1.091
33 Cl -3.05639 1.18181 0.21779  C32 1.782
34 H -3.86623 3.56311 -1.24461  C31 1.092
35 H -3.42115 4.84972 -0.11627  C31 1.092
36 H -4.22300 2.95703 1.19626  C32 1.088
37 H -2.48356 3.09904 1.46744  C32 1.091
38 Cl -6.35914 -0.69352 -4.15331  C39 1.779
39 C -7.11206 -1.77646 -5.34773  Cl38 1.779, C40 1.515, H42 1.091, H43 1.092
40 C -7.02127 -1.22652 -6.75630  C39 1.515, Cl41 1.782, H44 1.091, H45 1.091
41 Cl -8.03653 0.21990 -6.98501  C40 1.782
42 H -8.14790 -1.94601 -5.04864  C39 1.091
43 H -6.58100 -2.72866 -5.28826  C39 1.092
44 H -7.37404 -1.97458 -7.46853  C40 1.091
45 H -5.99489 -0.96339 -7.01750  C40 1.091
46 Cl -5.71824 4.62483 2.44272  C47 1.780
47 C -5.75226 4.29132 4.19100  Cl46 1.780, C48 1.519, H50 1.091, H51 1.092
48 C -4.53543 3.51368 4.66074  C47 1.519, Cl49 1.786, H52 1.092, H53 1.092
49 Cl -4.51569 1.83640 4.04769  C48 1.786
50 H -6.67821 3.75867 4.41442  C47 1.091
51 H -5.78734 5.25982 4.69390  C47 1.092
52 H -4.54060 3.44894 5.75045  C48 1.092
53 H -3.60602 3.99552 4.35151  C48 1.092
54 Cl -3.71179 -3.95206 2.40566  C55 1.781
55 C -4.09238 -3.11291 3.92936  Cl54 1.781, C56 1.516, H58 1.091, H59 1.092
56 C -5.10082 -1.99861 3.73327  C55 1.516, Cl57 1.781, H60 1.092, H61 1.091
57 Cl -4.42752 -0.63934 2.79908  C56 1.781
58 H -3.15871 -2.73890 4.35310  C55 1.091
59 H -4.49866 -3.86312 4.61078  C55 1.092
60 H -5.40252 -1.59660 4.70254  C56 1.092
61 H -5.99507 -2.35252 3.21759  C56 1.091
62 Cl 3.24061 2.42782 0.94745  C63 1.782
63 C 4.78340 3.24543 1.30108  Cl62 1.782, C64 1.515, H66 1.091, H67 1.093
64 C 5.43837 3.79774 0.05135  C63 1.515, Cl65 1.781, H68 1.092, H69 1.092
65 Cl 6.02005 2.50648 -1.02939  C64 1.781
66 H 5.43343 2.53511 1.81422  C63 1.091
67 H 4.55796 4.06102 1.99291  C63 1.093
68 H 6.30864 4.39784 0.32344  C64 1.092
69 H 4.75259 4.42932 -0.51641  C64 1.092
70 Cl 3.98738 5.60793 3.68468  C71 1.783
71 C 3.89012 4.96440 5.34420  Cl70 1.783, C72 1.516, H74 1.091, H75 1.091
72 C 5.04136 4.03107 5.66250  C71 1.516, Cl73 1.782, H76 1.090, H77 1.091
73 Cl 4.94648 2.50973 4.73941  C72 1.782
74 H 2.92565 4.46663 5.45953  C71 1.091
75 H 3.91128 5.82235 6.01718  C71 1.091
76 H 5.01889 3.76097 6.71794  C72 1.090
77 H 6.00573 4.49603 5.45012  C72 1.091
78 Cl 3.81007 -0.94820 4.40243  C79 1.780
79 C 5.45472 -1.20012 5.03608  Cl78 1.780, C80 1.515, H82 1.092, H83 1.092
80 C 5.44806 -1.83946 6.41008  C79 1.515, Cl81 1.782, H84 1.092, H85 1.091
81 Cl 4.80746 -0.74216 7.65956  C80 1.782
82 H 5.96623 -0.23587 5.04475  C79 1.092
83 H 5.97010 -1.85194 4.32766  C79 1.092
84 H 6.46774 -2.09311 6.70551  C80 1.092
85 H 4.85116 -2.75284 6.42460  C80 1.091
86 Cl 1.82465 -7.62347 -2.44796  C87 1.782
87 C 1.12355 -5.98797 -2.54661  Cl86 1.782, C88 1.515, H90 1.091, H91 1.092
88 C 2.18777 -4.91179 -2.61498  C87 1.515, Cl89 1.782, H92 1.092, H93 1.091
89 Cl 3.09401 -4.76219 -1.08744  C88 1.782
90 H 0.46573 -5.84948 -1.68671  C87 1.091
91 H 0.51164 -5.95899 -3.45080  C87 1.092
92 H 1.72436 -3.94079 -2.80246  C88 1.092
93 H 2.90396 -5.10784 -3.41464  C88 1.091
94 Cl 2.79510 8.05822 7.53113  C95 1.781
95 C 2.69645 7.41876 9.19032  Cl94 1.781, C96 1.515, H98 1.091, H99 1.092
96 C 3.84678 6.48709 9.51395  C95 1.515, Cl97 1.782, H100 1.091, H101 1.091
97 Cl 3.75560 4.96278 8.59503  C96 1.782
98 H 1.73223 6.92060 9.30525  C95 1.091
99 H 2.71725 8.27867 9.86275  C95 1.092
100 H 3.82135 6.21996 10.57186  C96 1.091
101 H 4.81129 6.95162 9.30258  C96 1.091
102 Cl -2.31610 -10.57821 -9.15737  C103 1.781
103 C -2.46158 -9.04988 -8.25450  Cl102 1.781, C104 1.515, H106 1.091, H107 1.092
104 C -1.18404 -8.69281 -7.52191  C103 1.515, Cl105 1.781, H108 1.090, H109 1.091
105 Cl -0.84488 -9.80615 -6.17401  C104 1.781
106 H -3.30539 -9.14034 -7.56830  C103 1.091
107 H -2.69826 -8.27278 -8.98411  C103 1.092
108 H -1.26968 -7.69534 -7.08961  C104 1.090
109 H -0.32206 -8.70110 -8.19108  C104 1.091

Its SMILES is CC(=O)N(C)OC(=O)OP(N)O.ClCCCl.ClCCCl.ClCCCl.ClCCCl.ClCCCl.ClCCCl.ClCCCl.ClCCCl.ClCCCl.ClCCCl.ClCCCl. Its HOMO energy is -8.9 eV. The value obtained for the energy is -325821.72271 eV. The LUMO energy comes out at 0.165 eV. The HOMO-LUMO gap is 9.05 eV.

Atom charges from the Löwdin analysis, given in e for atoms 1 to 5:
1. C -0.07
2. C -0.37
3. O 0.01
4. N -0.09
5. C -0.03